[1]
C6H12O | ωB97M-V/def2-TZVPD

Structure (XYZ):
```
19
C6H12O ωB97M-V/def2-TZVPD
C -0.31 -0.06 0.12
C -1.72 -0.45 0.45
C -2.69 -0.64 -0.67
C -2.80 0.56 0.22
H 0.29 -0.94 -0.13
H -0.30 0.62 -0.74
H 0.14 0.47 0.96
H -1.83 -1.09 1.32
H -2.31 -0.50 -1.68
H -3.45 -1.41 -0.59
H -2.48 1.53 -0.17
H -3.63 0.62 0.91
C 3.28 -0.33 0.29
C 2.63 0.85 -0.38
O 2.09 1.75 0.21
H 3.23 -1.23 -0.33
H 4.33 -0.10 0.44
H 2.82 -0.50 1.27
H 2.70 0.86 -1.50
```

Calculated values
energy relative to the best compared isomer or geometry (same formula, charge and spin): 37.58 kcal per mole
E_HOMO: -9.96 eV
gap between HOMO and LUMO: 10.997 eV
maximum force: 0.6 eV/A
LUMO level: 1.04 eV

=====

[2]
C2H8N2O9P2Se2Te2W | ωB97M-V/def2-TZVPD

Structure (XYZ):
```
28
C2H8N2O9P2Se2Te2W ωB97M-V/def2-TZVPD
W 1.94 0.29 0.72
N -2.76 -0.24 0.04
C -1.33 -0.11 -0.41
C -1.35 0.00 -1.93
P -0.45 -1.56 0.41
O 0.37 -2.35 -0.67
O -1.48 -2.22 1.19
O 0.77 -0.93 1.21
P -0.76 1.44 0.48
O -0.67 0.83 2.00
O -1.78 2.45 0.37
O 0.74 1.68 0.23
H -3.37 -0.57 -0.73
H -3.13 0.67 0.35
H -2.79 -0.97 0.80
H -1.90 -0.82 -2.38
H -0.36 -0.02 -2.38
H -1.82 0.95 -2.22
H 0.10 -3.25 -0.89
H -1.28 1.24 2.64
Se 1.97 1.78 2.77
Te 4.22 1.04 2.12
Te 3.54 -1.56 1.94
Se 3.44 -1.74 -0.47
O 1.79 1.74 -2.26
N 1.99 1.05 -1.33
O 2.95 1.23 -0.50
O 1.42 -0.05 -1.11
```

Calculated values
E_HOMO: -15.28 eV
gap between HOMO and LUMO: 6.249 eV
charge: +2
maximum force: 12.2 eV/A
LUMO level: -9.03 eV

=====

[3]
C44H34AuN2O2S2Se2 | ωB97M-V/def2-TZVPD

Structure (XYZ):
```
87
C44H34AuN2O2S2Se2 ωB97M-V/def2-TZVPD
Au 2.71 1.95 -0.47
C -3.21 0.09 -6.93
C -2.51 0.29 -5.63
C -1.11 0.20 -5.56
C -0.44 0.41 -4.37
C -1.17 0.73 -3.24
C -2.56 0.85 -3.28
C -3.21 0.62 -4.48
S -0.38 0.99 -1.69
O 1.06 1.32 -2.02
C -0.31 -0.68 -1.06
C 0.51 -1.63 -1.69
C 0.56 -2.90 -1.20
C -0.18 -3.27 -0.05
C -0.11 -4.58 0.48
C -0.80 -4.92 1.61
C -1.60 -3.96 2.26
C -1.70 -2.68 1.76
C -1.01 -2.31 0.59
C -1.07 -0.99 0.04
C -1.95 0.02 0.67
C -3.35 -0.06 0.55
C -3.98 -1.07 -0.22
C -5.37 -1.15 -0.30
C -6.17 -0.24 0.36
C -5.58 0.79 1.11
C -4.18 0.90 1.21
C -3.59 1.94 1.94
C -2.20 2.03 2.03
C -1.41 1.07 1.42
S 0.38 1.25 1.59
O 0.56 2.56 2.25
C 0.62 -0.09 2.71
C 1.51 -1.09 2.34
C 1.73 -2.16 3.19
C 1.08 -2.24 4.42
C 1.32 -3.38 5.34
C 0.20 -1.21 4.78
C -0.04 -0.15 3.94
H -2.73 -0.69 -7.52
H -3.20 1.01 -7.52
H -4.25 -0.20 -6.78
H -0.55 -0.04 -6.46
H 0.64 0.36 -4.34
H -3.11 1.14 -2.40
H -4.29 0.73 -4.52
H 1.07 -1.35 -2.58
H 1.17 -3.65 -1.69
H 0.51 -5.31 -0.03
H -0.75 -5.92 2.00
H -2.13 -4.23 3.16
H -2.31 -1.96 2.29
H -3.37 -1.79 -0.75
H -5.81 -1.94 -0.88
H -7.24 -0.30 0.31
H -6.21 1.51 1.61
H -4.21 2.67 2.44
H -1.73 2.84 2.57
H 2.01 -1.04 1.38
H 2.40 -2.95 2.89
H 1.71 -4.25 4.81
H 0.41 -3.67 5.87
H 2.06 -3.10 6.10
H -0.30 -1.26 5.74
H -0.71 0.64 4.24
Se 5.85 2.68 0.37
Se 4.59 3.36 -1.50
C 3.44 4.69 -0.70
C 3.62 6.05 -0.77
C 2.63 6.83 -0.15
C 1.56 6.21 0.47
C 1.47 4.83 0.47
N 2.40 4.09 -0.12
C 5.48 0.83 -0.01
C 6.52 -0.08 0.05
C 6.25 -1.43 -0.17
C 4.96 -1.81 -0.50
C 3.98 -0.84 -0.57
N 4.21 0.45 -0.31
H 4.47 6.49 -1.27
H 2.72 7.91 -0.17
H 0.80 6.80 0.96
H 0.67 4.29 0.96
H 7.52 0.25 0.25
H 7.05 -2.15 -0.12
H 4.71 -2.84 -0.71
H 2.96 -1.09 -0.85
```

Calculated values
E_HOMO (alpha / beta): -15.44 / -15.42 eV
multiplicity: 3
gap between HOMO and LUMO (alpha / beta): 7.058 / 4.377 eV
charge: +3
maximum force: 0.6 eV/A
LUMO level (alpha / beta): -8.38 / -11.05 eV
expectation value of S²: 2.034

=====

[4]
C8H10O2 | ωB97M-V/def2-TZVPD

Structure (XYZ):
```
20
C8H10O2 ωB97M-V/def2-TZVPD
C -2.30 -0.49 0.20
C -1.99 -0.72 1.54
C -0.94 -1.57 1.88
C -0.19 -2.18 0.88
C -0.49 -1.95 -0.46
C -1.55 -1.11 -0.80
H -3.13 0.17 -0.07
H -2.59 -0.24 2.33
H -0.70 -1.75 2.94
H 0.65 -2.85 1.15
H 0.10 -2.44 -1.25
H -1.79 -0.93 -1.86
C 2.48 2.74 -0.91
C 1.57 1.55 -1.03
O 1.37 0.90 -2.03
O 0.97 1.27 0.16
H 2.96 2.95 -1.88
H 3.27 2.54 -0.16
H 1.91 3.63 -0.60
H 0.39 0.48 -0.02
```

Calculated values
energy relative to the best compared isomer or geometry (same formula, charge and spin): 0.00 kcal per mole
E_HOMO: -9.62 eV
gap between HOMO and LUMO: 10.551 eV
maximum force: 1.2 eV/A
LUMO level: 0.93 eV